[1]
{"formula": "C40H40BrFIrN8O3", "method": "ωB97M-V/def2-TZVPD", "homo_ev": [-17.3, -17.3], "charge": 4, "e_above_lowest_kj_mol": 45.3, "orbital_gap_ev": [7.821, 5.034], "energy_ev": -135757.6788, "e_lumo_ev": [-9.483, -12.258], "multiplicity": 2, "s_squared": 0.755, "symbols": ["Ir", "C", "N", "C", "C", "C", "C", "C", "C", "N", "C", "C", "C", "C", "C", "C", "N", "C", "C", "C", "C", "C", "N", "H", "H", "H", "H", "H", "H", "H", "H", "H", "H", "H", "H", "H", "H", "H", "H", "H", "H", "F", "C", "C", "C", "C", "O", "C", "C", "N", "C", "C", "C", "C", "C", "C", "N", "C", "C", "N", "C", "C", "C", "O", "O", "H", "H", "H", "H", "H", "H", "H", "H", "H", "H", "H", "H", "H", "H", "H", "H", "H", "H", "Br", "C", "C", "C", "N", "C", "C", "H", "H", "H", "H"], "coordinates": [[0.78149, -1.97434, -1.88159], [3.66525, -1.75487, -2.68703], [2.36374, -2.31005, -3.19802], [2.07728, -1.63210, -4.48895], [1.48719, -0.28162, -4.19209], [1.58598, 0.75198, -5.09832], [0.88444, 1.92760, -4.86534], [0.10273, 2.01580, -3.72806], [0.07069, 0.95466, -2.84211], [0.76153, -0.17621, -3.04880], [2.42167, -3.80586, -3.34071], [2.13407, -4.48875, -2.02693], [2.66243, -5.71213, -1.67571], [2.23716, -6.31682, -0.49749], [1.29767, -5.67793, 0.29689], [0.81407, -4.44442, -0.09771], [1.22618, -3.87312, -1.23469], [3.64579, -1.58462, -1.20653], [4.80438, -1.38807, -0.47672], [4.71400, -1.28051, 0.89929], [3.46698, -1.40085, 1.50001], [2.35383, -1.57357, 0.71019], [2.43936, -1.62885, -0.63183], [3.84122, -0.78818, -3.16063], [4.47657, -2.41615, -2.99477], [1.36903, -2.23467, -5.05746], [2.98748, -1.55604, -5.08565], [2.18910, 0.62955, -5.98858], [0.93685, 2.74676, -5.57040], [-0.48506, 2.89797, -3.51830], [-0.52598, 0.99287, -1.95017], [3.37775, -4.11206, -3.76472], [1.63917, -4.08921, -4.04734], [3.38575, -6.19508, -2.31949], [2.63576, -7.28038, -0.20796], [0.94039, -6.12471, 1.21385], [0.07186, -3.89534, 0.46539], [5.75905, -1.34530, -0.98414], [5.60441, -1.13481, 1.49646], [3.35510, -1.37214, 2.57449], [1.36925, -1.68544, 1.13492], [1.62758, 3.64315, 3.04224], [0.47837, 3.08019, 2.63428], [0.52783, 2.06499, 1.73269], [-0.65093, 1.39967, 1.34835], [-0.62492, 0.32943, 0.37369], [0.45353, 0.02678, -0.23204], [-1.86725, -0.28324, 0.08615], [-3.02495, 0.19984, 0.65801], [-3.05295, 1.18993, 1.54363], [-4.33586, 1.67370, 2.04930], [-4.71317, 1.39957, 3.47577], [-5.42066, 0.69231, 2.35991], [-1.86654, 1.81947, 1.91824], [-1.89577, 2.89201, 2.81914], [-0.73544, 3.55154, 3.19672], [-0.74426, 4.60085, 4.09910], [0.03897, 5.81513, 3.92047], [0.69933, 6.22534, 5.22440], [-0.37636, 6.41299, 6.26461], [-1.22612, 5.17857, 6.41702], [-1.80971, 4.77890, 5.06680], [-1.98861, -1.48580, -0.76577], [-3.01108, -1.83577, -1.29007], [-0.87889, -2.24532, -0.82957], [1.48250, 1.75661, 1.32860], [-3.97686, -0.23908, 0.39039], [-4.61335, 2.62325, 1.60941], [-5.23706, 2.17542, 4.01636], [-4.02550, 0.80716, 4.06504], [-6.42884, 0.98711, 2.10871], [-5.22071, -0.36425, 2.24710], [-2.84744, 3.23014, 3.19740], [-0.62670, 6.62373, 3.58562], [0.79709, 5.69579, 3.15517], [1.24344, 7.16315, 5.13121], [1.36615, 5.44932, 5.59636], [-0.96841, 7.20545, 5.99878], [0.04134, 6.66115, 7.16460], [-2.00619, 5.39541, 7.14442], [-0.57234, 4.40063, 6.80770], [-2.52575, 5.54219, 4.73210], [-2.36057, 3.85227, 5.21187], [-3.86798, -4.62765, -6.04507], [-2.58454, -3.87087, -4.94809], [-2.05322, -4.57503, -3.87117], [-1.10190, -3.97893, -3.08099], [-0.61572, -2.73802, -3.31012], [-1.17177, -2.04785, -4.32910], [-2.13327, -2.57084, -5.15991], [-2.39234, -5.57377, -3.63515], [-0.73060, -4.49928, -2.21507], [-0.85981, -1.02798, -4.47587], [-2.53737, -1.96249, -5.95671]], "forces_ev_per_a": [[-0.188, -0.019, -0.672], [0.024, 0.028, 0.037], [0.200, -0.074, 0.018], [-0.023, -0.004, -0.017], [-0.051, -0.027, 0.012], [0.019, -0.009, -0.005], [0.000, 0.008, -0.018], [-0.012, 0.006, 0.017], [0.039, -0.042, 0.009], [0.018, -0.065, -0.056], [-0.048, -0.023, 0.031], [0.011, 0.033, 0.031], [0.007, 0.016, -0.059], [-0.011, -0.018, 0.030], [0.011, -0.005, -0.024], [-0.008, -0.027, 0.023], [0.041, -0.076, -0.063], [0.028, -0.046, -0.023], [-0.028, -0.076, -0.017], [0.001, 0.001, 0.018], [0.018, -0.013, 0.023], [-0.063, -0.055, -0.034], [-0.151, 0.149, 0.127], [-0.074, 0.023, -0.001], [0.010, 0.030, -0.015], [-0.066, 0.000, 0.036], [-0.002, 0.014, -0.007], [-0.003, 0.003, 0.002], [0.007, 0.002, 0.005], [-0.003, -0.004, 0.008], [-0.028, 0.021, 0.017], [0.018, -0.006, 0.034], [0.009, 0.007, -0.022], [0.002, -0.004, 0.006], [0.002, -0.001, -0.003], [-0.003, 0.005, 0.002], [0.006, 0.001, 0.001], [0.005, 0.005, 0.009], [-0.002, 0.001, 0.002], [0.005, 0.000, -0.001], [-0.032, 0.062, -0.020], [-0.014, 0.015, -0.008], [0.008, 0.032, 0.045], [0.002, -0.027, -0.032], [-0.081, 0.094, 0.064], [0.197, -0.100, -0.225], [-0.121, 0.142, 0.266], [-0.040, -0.075, 0.045], [-0.018, 0.019, 0.050], [-0.023, -0.009, -0.035], [-0.002, -0.003, -0.004], [0.010, -0.011, 0.008], [-0.019, -0.001, 0.008], [0.064, -0.014, 0.022], [0.016, 0.027, -0.017], [-0.155, 0.030, -0.172], [0.244, -0.128, 0.311], [-0.092, 0.062, -0.078], [-0.012, -0.031, 0.008], [-0.011, 0.006, -0.010], [0.016, 0.000, -0.013], [-0.041, 0.060, -0.060], [0.005, -0.042, -0.437], [-0.035, 0.070, 0.030], [0.323, 0.044, 0.805], [-0.005, -0.007, 0.003], [0.000, 0.005, -0.007], [-0.007, -0.004, -0.004], [-0.001, 0.002, -0.006], [0.002, 0.002, -0.002], [0.001, 0.001, 0.003], [0.015, 0.003, -0.001], [-0.002, -0.002, -0.002], [0.021, 0.012, -0.037], [0.041, -0.032, 0.031], [-0.017, 0.007, -0.013], [0.006, 0.004, -0.005], [0.006, 0.008, 0.016], [0.009, -0.011, 0.002], [-0.009, 0.009, -0.013], [-0.005, -0.003, -0.001], [-0.036, -0.016, 0.001], [0.030, -0.023, 0.019], [0.003, 0.006, 0.006], [0.026, 0.021, 0.016], [-0.022, -0.017, 0.004], [0.007, 0.024, -0.030], [-0.009, -0.015, 0.022], [0.021, 0.057, 0.062], [-0.027, -0.013, -0.004], [0.000, 0.000, -0.001], [-0.018, -0.018, -0.043], [0.064, 0.017, -0.027], [0.003, 0.000, 0.002]], "mulliken_charge": [2.400, -1.093, -0.171, -1.671, 1.166, -1.056, -0.603, -1.025, -0.048, 0.381, -1.514, 1.246, -1.005, -0.538, -1.059, -0.069, 0.373, 0.715, -1.107, -0.539, -1.123, -0.152, 0.521, 0.564, 0.634, 0.552, 0.610, 0.571, 0.489, 0.536, 0.269, 0.568, 0.432, 0.585, 0.481, 0.536, 0.508, 0.592, 0.485, 0.555, 0.479, -0.355, -0.088, -0.532, 0.876, 0.656, -0.654, 0.539, -0.396, 0.228, -0.475, -0.388, -0.971, -0.650, -0.557, -0.688, 0.240, -0.626, -0.695, -0.137, -0.957, -0.690, -0.350, -0.627, -0.702, 0.643, 0.871, 0.532, 0.309, 0.213, 0.280, 0.358, 0.854, 0.282, 0.451, 0.392, 0.392, 0.398, 0.357, 0.429, 0.375, 0.345, 0.524, -0.002, -0.095, -0.889, -0.033, 0.644, -0.086, -0.934, 0.537, 0.424, 0.414, 0.537]}

[2]
{"formula": "C24H38B2BeCl10F14N7O4S2", "method": "ωB97M-V/def2-TZVPD", "homo_ev": [-10.2, -10.2], "orbital_gap_ev": [6.838, 1.284], "energy_ev": -230819.4952, "e_lumo_ev": [-3.370, -8.923], "multiplicity": 2, "s_squared": 0.755, "symbols": ["Be", "B", "F", "F", "F", "F", "B", "F", "F", "F", "F", "C", "F", "F", "F", "S", "O", "O", "N", "S", "O", "O", "C", "F", "F", "F", "C", "C", "N", "H", "H", "H", "C", "C", "N", "H", "H", "H", "C", "C", "N", "H", "H", "H", "C", "C", "N", "H", "H", "H", "C", "C", "N", "H", "H", "H", "C", "C", "N", "H", "H", "H", "Cl", "C", "C", "Cl", "H", "H", "H", "H", "Cl", "C", "C", "Cl", "H", "H", "H", "H", "Cl", "C", "C", "Cl", "H", "H", "H", "H", "Cl", "C", "C", "Cl", "H", "H", "H", "H", "Cl", "C", "C", "Cl", "H", "H", "H", "H"], "coordinates": [[-1.02052, -2.67133, -0.29330], [-2.68352, -1.70538, -2.71889], [-2.77800, -2.73264, -3.62575], [-3.40084, -0.58154, -3.11547], [-3.07672, -2.09004, -1.47410], [-1.34932, -1.49010, -2.53690], [1.10793, -4.83336, 0.25419], [1.28678, -3.61562, -0.32884], [1.77584, -4.86717, 1.44385], [-0.21492, -4.91597, 0.53456], [1.38527, -5.89888, -0.59932], [-1.69815, 1.80662, -0.63442], [-2.48516, 2.79555, -0.10625], [-2.43876, 1.21903, -1.55437], [-0.63418, 2.29820, -1.27974], [-1.14352, 0.54614, 0.73438], [-0.86165, 1.17987, 2.00544], [-2.25483, -0.40211, 0.82913], [0.13001, -0.43236, -0.01714], [1.43421, 0.35159, 0.34995], [1.34863, 1.79035, 0.42744], [2.16543, -0.24054, 1.49879], [2.61433, -0.11485, -1.13765], [3.85317, 0.55643, -0.98965], [2.90104, -1.41061, -1.15448], [2.09498, 0.26703, -2.29388], [4.31701, -2.93304, 1.24263], [5.20832, -4.03411, 0.99404], [5.86584, -4.90513, 0.75545], [4.50664, -2.22246, 0.43813], [4.59574, -2.52539, 2.21435], [3.30989, -3.28343, 1.01673], [6.17604, 2.04256, -0.10246], [6.25558, 1.20542, 1.09888], [6.32962, 0.49039, 2.01044], [5.97756, 1.48429, -1.01736], [7.03270, 2.66937, -0.35011], [5.25657, 2.61530, 0.01859], [-1.12506, 4.64841, 3.06814], [-2.04118, 4.81469, 4.16376], [-2.78051, 4.99509, 5.08048], [-1.62987, 4.17930, 2.22363], [-0.30057, 3.98700, 3.33430], [-0.79675, 5.65345, 2.80323], [0.69143, -0.77454, -4.95727], [-0.08123, -1.96120, -5.19775], [-0.69453, -2.92082, -5.39263], [1.25702, -0.52677, -5.85550], [1.40743, -1.04025, -4.17955], [-0.04806, 0.00258, -4.76405], [-4.89543, -3.86688, 3.01871], [-3.94965, -3.41784, 1.97313], [-3.14726, -3.15401, 1.15511], [-5.74707, -4.39813, 2.59378], [-5.33235, -3.06118, 3.60867], [-4.48075, -4.53207, 3.77612], [-4.99145, 2.22787, -3.64189], [-4.87668, 2.68907, -5.02662], [-4.77975, 2.97567, -6.12299], [-4.96975, 1.13913, -3.68956], [-5.99118, 2.56157, -3.36382], [-4.18508, 2.58333, -3.00041], [2.67084, -0.05076, 5.86454], [3.24839, 0.92155, 4.35255], [2.25462, 2.04481, 4.07555], [1.74879, 3.00375, 5.53848], [3.21223, 0.20496, 3.53201], [4.26437, 1.29733, 4.47382], [1.33345, 1.72083, 3.59119], [2.78607, 2.63491, 3.32892], [-4.42252, -0.47006, 4.67142], [-2.79119, 0.08298, 4.35261], [-1.92758, 0.17400, 5.65739], [-2.63472, 1.35117, 6.80993], [-2.79630, 1.02710, 3.80791], [-2.43499, -0.61375, 3.59379], [-0.89017, 0.46867, 5.49907], [-1.75402, -0.78495, 6.14564], [2.62916, -3.38970, -4.49452], [4.07683, -3.39456, -3.41660], [5.15291, -4.24606, -4.02512], [4.81585, -5.96554, -3.82633], [3.77849, -3.54228, -2.37869], [4.31330, -2.33065, -3.43325], [6.06789, -4.04670, -3.46730], [5.38960, -4.04196, -5.06934], [1.09043, 6.67026, -2.18937], [0.78794, 4.90418, -2.00189], [1.66419, 4.10005, -2.88585], [3.35752, 4.01222, -2.36039], [-0.27545, 4.71723, -2.15142], [0.96584, 4.58462, -0.97508], [1.69218, 4.40257, -3.93266], [1.22139, 3.10529, -2.93566], [-6.61259, -1.38791, 0.61160], [-5.52451, 0.00751, 0.59329], [-5.71264, 0.89219, -0.66045], [-7.27070, 1.73507, -0.49603], [-4.53780, -0.44517, 0.69109], [-5.77067, 0.56568, 1.49659], [-5.65704, 0.23821, -1.53070], [-4.91016, 1.62741, -0.60063]], "forces_ev_per_a": [[-0.692, 0.461, -0.295], [-1.190, -0.528, -2.730], [-0.754, -0.165, 0.023], [0.119, 0.180, 0.025], [-0.561, -1.289, 3.361], [3.489, 0.954, 1.032], [1.381, -3.134, -0.007], [-0.388, 3.227, -1.628], [0.941, -0.044, 0.738], [-4.271, 1.257, 0.327], [0.533, 0.606, 0.127], [-0.460, 0.663, -0.908], [1.505, -0.983, 0.038], [0.247, -0.506, 0.788], [-0.532, 0.187, 0.875], [-1.613, -2.540, 0.288], [0.529, 0.229, -1.369], [1.247, 0.610, -0.848], [-3.500, 1.382, 1.027], [5.671, -0.922, 1.796], [-0.477, -0.436, -0.738], [-1.250, 0.578, -1.655], [1.368, 1.034, 0.525], [-2.414, -0.967, 0.057], [-0.543, 0.592, 0.013], [0.046, -0.112, 0.398], [0.298, 0.177, -0.958], [-2.096, 2.374, 0.578], [2.653, -3.271, -0.832], [0.228, 0.416, 0.347], [-0.783, 0.206, -0.055], [-0.140, 0.148, 1.004], [-0.789, 0.056, -0.334], [0.747, -1.067, 0.446], [-0.363, 1.125, -0.994], [0.155, -0.525, 0.313], [0.004, 0.009, 0.708], [0.198, 0.510, -0.068], [0.082, -0.066, -0.516], [-3.442, 0.613, 4.411], [3.003, -0.804, -3.721], [-0.046, 0.152, -0.058], [0.087, 0.246, 0.087], [0.331, -0.196, -0.252], [0.021, 0.016, -0.340], [-0.944, -1.792, -0.655], [0.717, 0.829, 0.011], [-0.030, 0.069, -0.013], [-0.266, 0.628, 0.179], [0.490, 0.315, 0.476], [-0.560, 0.080, 0.151], [2.101, 0.237, -1.640], [-1.342, -0.666, 2.128], [0.175, 0.047, -0.396], [0.260, 0.430, -0.432], [0.644, -0.054, -0.430], [-0.513, -0.115, -0.904], [0.538, -0.448, 1.221], [0.040, 0.495, -1.255], [0.050, -0.001, 0.248], [0.162, -0.068, 0.731], [-0.263, 0.140, -0.106], [0.296, 1.141, -0.969], [-0.848, 0.428, 0.402], [0.063, -0.685, -0.443], [0.702, -0.866, -0.433], [-0.053, -0.255, -0.098], [-0.105, -0.365, 0.651], [0.053, -0.258, 0.248], [-0.183, 0.683, 0.224], [-0.622, 0.052, 0.284], [1.252, 0.132, 0.159], [-0.310, -0.231, -0.748], [0.326, -0.426, -0.331], [-0.290, 0.202, 0.468], [0.608, -0.190, 0.460], [-0.094, 0.578, -0.562], [-0.823, -0.118, 0.165], [-0.114, -0.442, 0.388], [-0.734, 1.367, -0.842], [0.789, 0.177, 0.921], [-0.115, -0.341, -0.116], [0.049, -0.941, -0.251], [0.716, -0.055, -0.149], [0.094, -0.083, 0.073], [-0.522, 0.104, 0.068], [-0.124, -0.418, 0.260], [-0.127, 0.579, 0.676], [-0.355, -0.839, -1.235], [-0.002, -0.064, 0.211], [0.132, 0.128, -0.527], [0.207, 0.409, 0.129], [-0.087, 0.468, 0.202], [0.399, -0.307, 0.318], [-0.484, -0.440, -0.094], [-0.006, 0.208, 0.010], [0.463, -1.064, 1.660], [0.050, 0.050, -0.439], [0.062, 0.447, -0.340], [0.190, 0.115, -0.092], [-0.134, 0.481, -0.178], [-0.157, 0.056, -0.472]], "mulliken_charge": [1.517, -0.047, -0.315, -0.169, -0.172, -0.216, 0.195, 0.069, -0.404, -0.346, -0.338, 0.489, -0.222, 0.007, -0.094, -0.376, -0.314, 0.058, 0.126, 0.573, -0.484, -0.498, 0.149, -0.106, -0.107, -0.112, 0.292, -0.005, -0.453, -0.189, 0.335, 0.016, -0.488, 0.425, -0.499, 0.150, 0.393, 0.078, 0.060, 0.221, -0.454, -0.091, -0.144, 0.409, -0.299, 0.249, -0.463, 0.445, -0.160, 0.254, -0.891, 0.277, -0.217, 0.299, 0.183, 0.358, 0.035, 0.021, -0.396, 0.057, 0.328, -0.025, 0.109, 0.303, -0.133, -0.015, -0.174, 0.397, -0.100, 0.450, -0.197, 0.319, -0.127, -0.110, 0.095, -0.172, -0.010, 0.406, -0.192, -0.153, -0.454, -0.185, 0.091, 0.156, 0.328, 0.360, -0.207, -0.139, 0.001, -0.178, 0.199, 0.086, 0.456, -0.202, -0.216, 0.510, 0.183, -0.193, -0.886, 0.462, 0.184, -0.034]}

Look up the multiplicity of the first one.
2